DFT (ωB97M-V with the def2-TZVPD basis set) results for a 3-piece molecular cluster, C27H54N6O7P2 overall in a non-equilibrium geometry.

Atoms and positions in Å:
C1 0.4422 -2.9326 1.6410
C2 -0.5851 -2.3301 1.3439
C3 -1.5475 -1.1376 1.0812
C4 -1.7091 -0.5561 -0.1697
C5 -2.7075 0.6848 -0.2214
O1 -3.3392 0.8979 -1.2514
C6 -2.7752 1.5638 1.0716
C7 -2.9813 3.1550 1.0789
O2 -1.8916 3.7012 1.8327
C8 -0.9709 4.4386 1.0120
C9 -0.2373 3.5860 -0.1121
O3 0.9430 2.9997 0.4734
C10 2.1632 3.5515 -0.0573
C11 3.1914 3.6595 1.1786
O4 4.4530 3.0239 0.9314
C12 4.5697 1.7409 1.5696
C13 4.7405 0.5255 0.5622
C14 -2.6126 0.9778 2.3251
C15 -2.3661 -0.5763 2.3256
O5 -2.7954 -1.2703 3.2327
H1 1.4139 -3.4405 1.8902
H2 -1.1655 -0.9484 -1.0707
H3 -3.0104 3.5304 0.0109
H4 -4.0013 3.3412 1.5251
H5 -0.1500 4.8063 1.7158
H6 -1.4229 5.3934 0.5718
H7 -0.8540 2.7460 -0.5491
H8 -0.0054 4.3035 -0.9696
H9 2.6319 2.9031 -0.8719
H10 2.0598 4.6004 -0.4724
H11 2.6600 3.3247 2.1174
H12 3.4209 4.7705 1.3297
H13 3.7455 1.4906 2.3011
H14 5.5324 1.7789 2.1892
H15 5.0828 -0.4160 1.1089
H16 3.7747 0.2606 0.0394
H17 5.5429 0.7708 -0.1932
H18 -2.6291 1.6183 3.2593
C16 -8.0380 -4.4134 5.5019
N1 -8.5491 -3.0822 5.2479
C17 -9.9262 -3.0062 5.7322
P1 -8.2622 -2.0762 3.8848
O6 -8.1766 -0.7945 4.7233
N2 -6.5762 -1.9991 3.4562
C18 -5.5480 -2.4509 4.3856
C19 -6.1700 -0.6799 2.9556
N3 -8.4395 -3.4994 2.8132
C20 -7.3505 -4.2776 2.2418
C21 -9.3832 -3.1666 1.7286
H19 -8.5374 -5.1812 4.8956
H20 -8.1865 -4.6812 6.5529
H21 -6.9654 -4.4931 5.3466
H22 -10.6036 -3.5876 5.0926
H23 -10.2788 -1.9715 5.7436
H24 -10.0104 -3.3734 6.7584
H25 -5.7091 -2.0814 5.4046
H26 -4.5488 -2.1414 4.0655
H27 -5.4841 -3.5417 4.4105
H28 -5.9871 0.0305 3.7700
H29 -6.9414 -0.2557 2.3048
H30 -5.2565 -0.7601 2.3600
H31 -6.7206 -3.6972 1.5615
H32 -7.7582 -5.1197 1.6713
H33 -6.7265 -4.7327 3.0093
H34 -8.9350 -2.4649 1.0164
H35 -10.2831 -2.6985 2.1426
H36 -9.7094 -4.0611 1.1924
C22 7.0583 2.6558 -5.9682
N4 6.6190 2.1426 -4.6867
C23 6.7921 3.1865 -3.6773
P2 6.8168 0.5575 -4.0512
O7 5.4190 0.5528 -3.4181
N5 6.3862 -0.6768 -5.2032
C24 5.6215 -0.3486 -6.3973
C25 5.7526 -1.8474 -4.5823
N6 8.4880 0.5480 -4.6944
C26 8.9203 -0.0743 -5.9369
C27 9.4101 0.1214 -3.6237
H37 8.1417 2.8330 -6.0042
H38 6.5653 3.6092 -6.1826
H39 6.7851 2.0117 -6.7998
H40 7.8550 3.3497 -3.4547
H41 6.2906 2.9142 -2.7446
H42 6.3516 4.1331 -4.0009
H43 4.7657 0.3015 -6.1847
H44 5.2501 -1.2475 -6.8978
H45 6.2484 0.1278 -7.1548
H46 4.6895 -1.6789 -4.3772
H47 6.2425 -2.0998 -3.6367
H48 5.8414 -2.7227 -5.2330
H49 8.7881 -1.1601 -5.9405
H50 9.9854 0.1256 -6.0987
H51 8.4186 0.3521 -6.8041
H52 9.2982 -0.9471 -3.4086
H53 9.1991 0.6751 -2.7021
H54 10.4508 0.3267 -3.8855

Force components x, y, z for each atom (eV/Å):
-0.5 0.4 -0.3
0.5 1.7 0.2
0.4 -0.9 -0.8
-0.4 0.0 2.6
0.5 -0.6 -0.7
1.0 0.1 1.9
0.1 -0.2 1.9
-0.2 -1.6 -1.1
-0.6 0.6 -1.1
1.0 0.5 -0.1
-0.4 0.5 0.2
0.0 1.1 -1.4
1.5 -0.1 0.8
-0.4 1.4 -0.7
-1.4 -0.7 0.9
1.4 -1.4 0.5
0.0 0.1 0.1
0.3 -0.2 -2.8
-0.1 0.7 0.6
1.2 0.8 -1.6
-1.9 0.7 -0.5
-0.9 0.6 0.9
0.1 -0.3 1.2
1.3 0.1 -0.1
-1.1 -0.6 -0.9
0.1 -1.4 0.4
0.4 1.0 0.6
0.0 -1.0 1.1
-0.7 0.6 1.0
-0.4 -1.2 0.4
0.7 0.0 -1.0
-0.2 -1.4 -0.2
0.6 0.6 -0.9
-1.2 0.0 -0.7
-0.5 1.3 -0.5
1.1 0.5 0.4
-1.0 -0.2 0.7
-0.1 -1.2 -1.1
0.0 -0.3 -0.6
-0.6 -0.2 1.3
0.0 0.6 -0.1
6.5 -2.4 4.5
-3.5 1.0 -2.4
1.2 0.0 -0.7
0.0 -0.5 0.3
-0.4 0.1 -0.2
-2.9 1.0 -2.2
0.8 0.3 0.0
-0.3 -0.2 0.1
0.0 -0.1 0.0
-0.2 0.3 0.0
0.0 0.1 -0.2
-0.1 -0.2 0.1
0.1 0.0 -0.1
0.1 -0.1 -0.1
0.0 0.0 0.1
-0.4 0.2 -0.1
-0.2 0.0 0.1
-0.1 0.0 -0.1
0.0 0.0 0.1
-0.1 -0.2 0.1
0.1 -0.1 0.1
-0.4 0.2 0.1
0.0 0.3 0.1
-0.1 -0.1 -0.2
0.0 0.1 0.0
0.1 0.0 0.0
0.6 -0.3 -0.1
-0.6 1.4 0.1
-0.3 -0.3 0.4
-4.2 1.2 -7.0
2.3 -0.5 3.6
0.0 -1.3 -0.8
0.2 0.5 -0.3
0.2 0.1 0.4
2.1 -0.6 3.1
-0.5 -0.6 -0.4
0.2 0.3 0.1
0.1 0.0 -0.1
-0.1 0.0 0.3
0.1 -0.2 0.1
0.1 0.2 0.0
0.0 -0.1 -0.1
0.1 -0.1 -0.1
-0.1 0.0 0.0
0.0 -0.1 0.4
0.0 0.1 0.1
0.1 0.0 0.1
-0.1 0.0 0.0
0.1 0.2 -0.1
0.0 0.0 -0.1
0.0 0.2 0.4
-0.2 -0.1 0.1
0.2 -0.1 0.0
-0.1 0.0 0.0
-0.1 0.0 -0.1

Values from the calculation:
HOMO-LUMO gap, eV: 6.569
HOMO, eV: -7.8


DFT (ωB97M-V with the def2-TZVPD basis set) results for a 6-piece molecular cluster, C22H34F5NO17P overall in a non-equilibrium geometry.

Atoms and positions in Å:
N1 -1.2855 -4.5922 0.4346
C1 -0.0035 -5.4402 0.5418
C2 0.9220 -5.2532 -0.8016
C3 2.5359 -5.1501 -0.5175
C4 3.1354 -3.6109 -0.5492
C5 2.2445 -2.5181 0.2865
C6 1.8430 -1.1642 -0.5891
C7 1.1373 -1.3532 -2.0569
O1 0.2035 -0.1832 -2.1527
P1 -0.2944 0.3256 -0.5251
O2 0.9575 -0.4634 0.3993
H1 -1.8780 -5.0476 -0.3133
H2 -1.0611 -3.6067 0.1691
H3 -0.3686 -6.5708 0.6089
H4 0.5510 -5.1803 1.5468
H5 0.7426 -6.2186 -1.4803
H6 0.5730 -4.2610 -1.3261
H7 3.0652 -5.7136 -1.4270
H8 2.8932 -5.6657 0.4721
H9 4.2311 -3.6868 -0.0819
H10 3.2133 -3.2592 -1.6667
H11 1.2557 -2.9497 0.7640
H12 2.9079 -2.1492 1.2023
H13 2.8342 -0.5475 -0.6846
H14 0.3946 -2.2422 -2.2428
H15 1.8334 -1.4089 -3.0246
H16 -1.2918 1.1764 -1.1218
H17 0.6345 1.4625 -0.4863
H18 -0.7930 0.7993 0.7484
H19 -1.1169 -0.8862 -0.4338
C8 -2.2757 -1.7167 3.8217
C9 -3.0086 -0.7189 4.6518
O3 -2.5220 0.5190 4.1852
C10 -2.1905 0.3010 2.8816
O4 -1.9934 1.1882 2.0680
O5 -2.1131 -1.0343 2.5945
F1 -2.6782 -0.8418 5.9570
H20 -1.2912 -1.9670 4.2309
H21 -2.8437 -2.6408 3.6841
H22 -4.0973 -0.7532 4.5378
C11 -2.2033 2.7408 -4.1942
C12 -3.2812 2.5600 -3.1807
O6 -4.4309 3.0520 -3.8311
C13 -4.2098 2.8311 -5.1573
O7 -5.0798 2.8676 -6.0116
O8 -2.8945 2.5556 -5.4132
F2 -3.0498 3.3235 -2.0892
H23 -1.7664 3.7448 -4.1736
H24 -1.4007 2.0067 -4.0832
H25 -3.4449 1.5196 -2.8802
C14 5.3427 1.7972 -0.3758
C15 6.2590 2.6484 -1.1867
O9 6.6513 1.7988 -2.2409
C16 5.6033 0.9462 -2.4178
O10 5.4480 0.2485 -3.4062
O11 4.7422 0.9737 -1.3552
F3 7.3600 2.9834 -0.4774
H26 5.8755 1.1711 0.3477
H27 4.5905 2.3857 0.1564
H28 5.7900 3.5498 -1.5955
C17 -3.6272 0.3624 8.8663
C18 -4.8899 0.7119 9.5770
O12 -4.9946 -0.2821 10.5709
C19 -3.7097 -0.6346 10.8566
O13 -3.3762 -1.2607 11.8488
O14 -2.8381 -0.1938 9.8987
F4 -5.9545 0.6020 8.7510
H29 -3.7765 -0.3858 8.0805
H30 -3.1400 1.2380 8.4289
H31 -4.8820 1.7017 10.0456
C20 0.9593 3.7699 -7.3565
C21 1.3850 5.1983 -7.3425
O15 0.8001 5.7049 -6.1643
C22 0.7254 4.6389 -5.3188
O16 0.5332 4.7302 -4.1178
O17 0.9001 3.4541 -5.9800
F5 0.8660 5.8665 -8.3969
H32 -0.0298 3.6269 -7.8045
H33 1.6757 3.1275 -7.8756
H34 2.4700 5.3430 -7.3065

Force components x, y, z for each atom (eV/Å):
0.8 -1.2 -0.6
-0.5 -0.1 -0.4
0.5 -0.5 0.5
0.6 0.2 -1.1
0.0 -0.5 0.3
0.5 0.3 0.0
0.7 -0.9 2.3
-1.9 0.9 -0.6
2.4 -1.7 0.4
-0.7 2.2 1.8
1.8 -2.2 -3.3
1.0 1.1 1.0
-0.2 -1.1 0.1
0.9 2.4 0.0
-1.0 -0.4 -2.1
0.3 2.3 1.2
0.7 -2.1 0.8
-1.0 1.1 2.1
-1.0 0.8 -1.8
-2.3 0.3 -1.2
-0.1 -0.7 2.1
2.0 0.8 -1.2
-1.5 -0.6 -1.9
-1.9 -1.0 -0.2
1.6 0.9 1.1
-1.0 0.5 2.4
-0.4 -0.3 -0.6
0.0 0.1 -0.7
0.8 -0.6 -1.1
-0.1 0.0 -0.3
0.2 -1.2 -0.3
0.1 0.4 0.2
-0.3 -0.5 0.0
1.0 2.5 -3.4
-1.6 -2.1 3.3
-0.3 0.9 0.3
-0.1 0.0 0.7
-0.1 0.2 0.2
0.1 0.2 -0.2
0.1 0.0 0.2
1.5 -0.2 0.2
0.4 0.1 1.2
0.0 -0.4 -1.1
-1.6 0.2 -2.0
1.8 0.0 1.7
-1.5 0.1 -0.2
-0.2 0.0 0.1
-0.2 -0.1 0.3
-0.2 0.1 -0.1
0.1 0.2 0.2
-0.8 0.1 1.1
0.5 0.3 0.1
-0.7 0.0 -0.1
-1.0 -2.2 -2.3
0.5 1.7 2.4
0.8 0.0 -1.1
0.3 0.3 0.1
0.2 0.2 -0.1
-0.1 -0.2 -0.2
0.2 0.0 0.1
0.6 0.4 -1.1
-0.7 0.1 -0.3
0.8 0.2 0.2
1.3 -1.8 2.4
-0.8 1.5 -2.4
-0.6 -0.3 1.0
-0.3 0.2 0.0
-0.2 0.2 0.1
0.1 -0.2 0.2
-0.2 -0.1 -0.1
0.0 -1.1 -0.7
-0.2 0.6 -0.4
0.4 -0.6 0.2
-0.6 -0.2 3.5
0.4 -0.2 -3.1
-0.1 0.9 0.6
0.1 0.3 -0.3
0.1 0.3 0.0
-0.1 0.0 0.3
-0.1 0.1 -0.1

Values from the calculation:
HOMO-LUMO gap, eV: 5.741
Total charge: -1
HOMO, eV: -3.8


DFT (ωB97M-V with the def2-TZVPD basis set) results for a 2-piece molecular cluster, CH6N2O3S overall in a non-equilibrium geometry.

Atoms and positions in Å:
C1 0.2278 -0.7475 0.0701
N1 -0.5639 -0.9949 -1.0879
N2 0.3318 0.6285 0.2828
O1 -2.5024 -0.1511 1.4306
O2 -3.8774 -0.5606 -0.6060
O3 -2.6793 1.5568 -0.4359
S1 -2.7028 0.0148 -0.0114
H1 1.1426 -1.5730 -0.1393
H2 -0.2102 -1.3112 0.9762
H3 -0.9224 -1.9933 -1.0243
H4 -2.0624 2.2905 -0.2870
H5 0.8970 1.2076 -0.4058
H6 0.7896 0.6736 1.1652

Force components x, y, z for each atom (eV/Å):
-0.1 -4.6 -0.5
-1.9 -0.8 0.5
1.7 1.5 -0.4
-0.1 0.4 -1.5
0.3 0.6 -0.1
-1.4 0.0 -0.7
1.7 -0.5 1.0
-1.1 2.4 0.3
0.5 1.4 -0.8
0.6 1.3 -0.2
0.5 -1.1 0.7
-0.9 -1.5 0.9
0.4 0.9 0.9

Values from the calculation:
HOMO-LUMO gap (spin up / spin down), eV: 8.151 / 8.759
HOMO (spin up / spin down), eV: -9.6 / -9.4


DFT (ωB97M-V with the def2-TZVPD basis set) results for a 2-piece molecular cluster, C4H3ClO2 overall in a non-equilibrium geometry.

Atoms and positions in Å:
C1 0.8000 1.8903 -0.0977
C2 0.2414 1.6845 0.9738
C3 -1.3192 -1.0883 -0.6184
C4 0.6623 -1.1718 0.6012
O1 -1.9624 -0.7053 0.3046
O2 -0.0243 -1.3997 -0.5464
Cl1 2.2503 -1.3613 0.1689
H1 1.0259 1.9487 -1.1417
H2 -1.6787 -1.3744 -1.6287
H3 0.0047 1.5773 1.9844

Force components x, y, z for each atom (eV/Å):
-1.8 -0.6 1.7
2.1 0.8 -2.9
-2.0 -0.5 0.7
-1.6 0.0 0.0
-0.3 0.3 -0.6
2.3 -0.1 -0.2
1.6 -0.3 -0.2
0.2 0.1 0.2
0.0 0.4 0.4
-0.5 -0.2 0.8

Values from the calculation:
HOMO-LUMO gap, eV: 9.004
HOMO, eV: -9.5


DFT (ωB97M-V with the def2-TZVPD basis set) results for a 7-piece molecular cluster, C5H24O7 overall in a non-equilibrium geometry.

Atoms and positions in Å:
C1 -2.6729 -1.7583 0.2115
O1 -3.6766 -2.2269 1.0971
H1 -2.7552 -2.2184 -0.7793
H2 -2.7339 -0.6676 0.1230
H3 -1.6941 -2.0060 0.6084
H4 -4.4697 -2.4596 0.6128
C2 -1.3859 -0.5003 -2.8093
O2 -0.0598 0.0157 -3.0335
H5 -2.0977 0.2024 -3.2539
H6 -1.5350 -1.4761 -3.2584
H7 -1.6021 -0.5082 -1.7411
H8 0.4258 -0.6706 -3.4989
C3 0.7612 3.4489 -2.0001
O3 -0.0950 2.3981 -1.5424
H9 1.7457 3.0596 -2.2685
H10 0.3362 3.9197 -2.8897
H11 0.7999 4.1865 -1.2041
H12 -0.1363 1.7705 -2.2808
C4 2.5435 -2.6324 1.6574
O4 2.5812 -2.2949 0.2683
H13 2.7778 -3.6901 1.7899
H14 3.2939 -2.0680 2.2245
H15 1.5623 -2.4198 2.0883
H16 1.8120 -1.7378 0.0791
C5 -0.1913 1.1862 3.5945
O5 -0.0300 -0.1576 3.1847
H17 0.5523 1.8368 3.1165
H18 -1.1972 1.5505 3.3620
H19 -0.0295 1.2641 4.6665
H20 -0.0824 -0.1466 2.2249
O6 1.8760 1.6358 0.4836
H21 1.2991 2.2854 0.0541
H22 2.6417 1.5685 -0.0977
O7 0.3011 -0.5593 -0.1120
H23 0.6781 0.2108 0.3641
H24 0.4568 -0.3410 -1.0414

Force components x, y, z for each atom (eV/Å):
-0.3 0.1 -0.1
0.1 -0.2 0.2
0.0 0.1 0.1
0.0 -0.1 -0.1
0.0 0.0 0.1
0.0 0.1 -0.1
-0.5 0.9 0.0
-0.1 -0.6 0.0
0.1 -0.2 -0.1
0.1 -0.1 0.1
0.2 -0.2 -0.1
0.2 0.2 0.0
-0.6 -0.2 -0.2
0.2 0.3 -0.4
0.2 0.2 0.2
0.1 0.1 0.0
0.3 0.1 0.0
0.0 -0.2 0.4
0.1 0.2 -0.2
0.1 -0.1 0.3
-0.1 0.0 -0.1
-0.1 0.1 -0.1
0.0 -0.1 0.0
0.0 0.0 0.1
0.1 0.4 -0.1
0.1 0.0 0.0
-0.1 0.0 0.0
0.0 0.1 0.1
-0.1 -0.2 0.1
-0.1 -0.3 0.0
0.0 0.4 0.1
0.0 -0.3 0.0
0.0 -0.1 0.1
0.1 0.1 0.3
0.2 -0.2 -0.5
-0.1 0.1 0.0

Values from the calculation:
HOMO-LUMO gap, eV: 9.759
HOMO, eV: -9.6


DFT (ωB97M-V with the def2-TZVPD basis set) results for a 6-piece molecular cluster, C18H44B3O8 overall.

Atoms and positions in Å:
C1 2.8433 -1.6298 3.5542
C2 3.6096 -0.6033 2.6976
C3 2.7028 0.1780 1.7430
C4 3.4688 0.9750 0.6684
B1 3.1306 0.6110 -0.9162
C5 1.6861 1.2628 -1.5026
C6 0.5407 1.6120 -0.5214
C7 -0.5020 0.5343 -0.3595
C8 -1.2946 0.1808 -1.4472
C9 -2.2406 -0.8269 -1.3601
C10 -2.4173 -1.5040 -0.1588
C11 -1.6689 -1.1499 0.9381
C12 -0.7164 -0.1299 0.8404
B2 3.2215 -1.0893 -1.1648
C13 2.0815 -2.1704 -0.8608
O1 4.4044 -1.6979 -1.6679
B3 4.3722 1.3128 -1.8898
O2 4.3980 1.2326 -3.2990
O3 5.4387 2.0874 -1.4290
H1 3.0451 -2.6506 3.2255
H2 3.0624 -1.5332 4.6155
H3 1.7664 -1.4775 3.4387
H4 4.3785 -1.1061 2.1067
H5 4.0888 0.1145 3.3673
H6 2.1187 0.8652 2.3722
H7 1.9840 -0.5124 1.3001
H8 4.5379 0.8063 0.8376
H9 3.3199 2.0506 0.8277
H10 1.9088 2.1804 -2.0587
H11 1.2584 0.5787 -2.2507
H12 -0.0027 2.4772 -0.9231
H13 0.9164 1.9196 0.4553
H14 -1.1540 0.7097 -2.3845
H15 -2.8238 -1.0974 -2.2337
H16 -3.1363 -2.3103 -0.0863
H17 -1.8030 -1.6701 1.8777
H18 -0.1161 0.1470 1.6940
H19 2.0901 -2.9836 -1.6049
H20 2.2985 -2.6565 0.0967
H21 1.0706 -1.7637 -0.8354
H22 4.1388 -2.4414 -2.2242
H23 3.5570 0.8862 -3.6055
H24 5.8171 2.5591 -2.1806
C14 -5.0833 1.3259 -3.5234
O4 -4.3711 1.9902 -2.4865
H25 -5.6193 2.0864 -4.0876
H26 -4.4013 0.8003 -4.1993
H27 -5.8079 0.6182 -3.1150
H28 -3.8807 1.3195 -1.9975
C15 1.0850 -0.8356 6.8365
O5 1.7536 0.1873 6.1164
H29 0.6718 -1.5201 6.0994
H30 1.7703 -1.3929 7.4827
H31 0.2662 -0.4375 7.4437
H32 2.1324 0.8063 6.7454
C16 -5.8490 4.7037 -1.9768
O6 -6.4061 5.9499 -1.5506
H33 -5.4716 4.8553 -2.9846
H34 -5.0221 4.3865 -1.3423
H35 -6.6044 3.9145 -2.0008
H36 -6.7344 5.8330 -0.6562
C17 6.0373 -4.0672 0.6534
O7 5.2147 -4.3518 -0.4636
H37 6.2222 -5.0086 1.1697
H38 6.9987 -3.6395 0.3526
H39 5.5492 -3.3772 1.3482
H40 5.0534 -3.5106 -0.9127
C18 -8.8280 -0.8530 -2.3059
O8 -8.2888 0.4616 -2.2797
H41 -8.5142 -1.3059 -3.2432
H42 -8.4496 -1.4619 -1.4805
H43 -9.9212 -0.8436 -2.2713
H44 -8.5500 0.8783 -1.4546

Force components x, y, z for each atom (eV/Å):
-0.1 0.1 -0.3
-0.4 -0.1 0.1
0.1 0.4 0.3
-0.2 -0.1 -0.2
0.6 0.1 0.0
0.1 -0.3 0.2
-0.3 0.1 -0.2
0.2 0.1 0.2
-0.2 0.0 -0.3
0.1 0.1 0.0
-0.4 -0.2 -0.3
0.5 0.4 0.3
-0.2 -0.2 0.0
-0.1 0.1 0.4
0.0 -0.1 -0.6
-0.1 0.1 -0.4
-0.1 -0.1 0.0
-0.2 0.3 -0.1
-0.1 0.1 0.1
0.0 -0.1 0.1
0.1 -0.1 0.0
0.0 0.0 0.1
0.1 0.0 0.1
0.3 0.0 -0.2
-0.2 -0.1 0.0
0.0 -0.1 -0.1
0.1 0.1 0.0
0.0 0.0 0.1
0.0 0.1 0.0
0.0 0.1 -0.1
0.0 0.1 0.1
0.1 -0.1 0.0
0.0 0.0 0.0
0.0 0.0 0.0
0.0 0.0 0.0
0.0 0.0 0.0
0.0 0.0 0.1
0.0 -0.1 0.0
0.0 0.1 0.1
0.0 0.0 0.1
0.1 -0.2 0.2
0.0 -0.2 0.0
0.2 -0.2 0.0
0.1 0.0 0.2
-0.1 -0.1 -0.1
0.0 0.0 0.0
0.0 0.0 0.0
-0.1 0.0 -0.1
0.1 0.1 0.1
0.1 0.1 0.0
-0.1 0.0 0.1
0.0 0.0 0.0
0.0 0.0 0.0
0.0 0.0 0.0
0.0 0.0 0.0
-0.1 0.1 0.1
0.0 -0.1 -0.1
0.0 0.0 0.0
0.0 0.0 0.0
0.0 0.0 0.0
0.0 0.0 0.0
-0.1 0.0 -0.1
0.2 0.0 0.0
0.0 0.0 0.0
0.0 0.0 0.0
0.0 0.0 0.0
-0.1 0.1 0.2
0.0 0.1 0.0
-0.1 -0.1 0.0
0.0 0.0 0.0
0.0 0.0 0.0
0.0 0.0 0.0
0.0 0.0 0.0

Values from the calculation:
HOMO-LUMO gap, eV: 5.881
Total charge: -1
HOMO, eV: -3.9


Number 1: E_tot -70711.5860 eV. Number 2: E_tot -82534.4602 eV. Number 3: E_tot -21088.0577 eV. Number 4: E_tot -20808.6411 eV. Number 5: E_tot -19904.7154 eV. Number 6: E_tot -37791.2341 eV.